1.
{"formula": "C21H47BrCl3N6O6P3", "method": "ωB97M-V with the def2-TZVPD basis set", "lumo_ev": 0.47, "largest_force_ev_per_a": 5.56, "smiles": "CC[C@@H](Br)[C@@]1(/C(Cl)=C(/C)Cl)OC(=O)O[C@@H]1P(O)Cl.CN(C)P(=O)(N(C)C)N(C)C.CN(C)P(=O)(N(C)C)N(C)C", "charge": 0, "total_energy_ha": -6586.9528, "elements": ["C", "C", "C", "Br", "C", "C", "Cl", "C", "C", "Cl", "O", "C", "O", "O", "C", "P", "O", "Cl", "H", "H", "H", "H", "H", "H", "H", "H", "H", "H", "H", "C", "N", "C", "P", "O", "N", "C", "C", "N", "C", "C", "H", "H", "H", "H", "H", "H", "H", "H", "H", "H", "H", "H", "H", "H", "H", "H", "H", "H", "C", "N", "C", "P", "O", "N", "C", "C", "N", "C", "C", "H", "H", "H", "H", "H", "H", "H", "H", "H", "H", "H", "H", "H", "H", "H", "H", "H", "H"], "positions_angstrom": [[0.190, -8.815, -1.596], [-1.254, -8.379, -1.321], [-1.630, -7.268, -2.310], [-1.849, -7.999, -4.103], [-2.865, -6.433, -1.826], [-2.252, -5.396, -0.883], [-2.443, -5.674, 0.818], [-1.568, -4.319, -1.294], [-0.913, -3.307, -0.408], [-1.390, -4.027, -2.981], [-3.683, -5.965, -2.889], [-4.662, -6.900, -3.101], [-5.573, -6.782, -3.841], [-4.389, -7.973, -2.277], [-3.925, -7.291, -1.086], [-5.503, -6.308, -0.573], [-5.402, -6.064, 1.033], [-6.940, -7.782, -0.706], [0.495, -9.602, -0.911], [0.300, -9.175, -2.616], [0.830, -7.939, -1.487], [-1.301, -7.962, -0.316], [-1.909, -9.236, -1.464], [-0.765, -6.618, -2.363], [-0.653, -3.767, 0.541], [0.034, -3.043, -0.874], [-1.533, -2.428, -0.261], [-3.596, -7.946, -0.290], [-5.707, -6.838, 1.527], [-0.513, 2.856, -0.547], [-0.035, 1.594, -1.070], [1.389, 1.440, -0.804], [-0.540, 0.870, -2.526], [-0.341, -0.588, -2.245], [-2.281, 0.895, -2.660], [-3.087, 1.036, -1.456], [-2.775, -0.224, -3.460], [-0.332, 2.282, -3.568], [-1.456, 3.113, -3.962], [0.500, 1.982, -4.751], [-0.095, 3.726, -1.076], [-0.224, 2.936, 0.503], [-1.597, 2.928, -0.568], [1.991, 2.146, -1.396], [1.721, 0.429, -1.045], [1.603, 1.604, 0.253], [-2.738, 0.405, -0.628], [-4.123, 0.770, -1.671], [-3.119, 2.072, -1.117], [-2.815, -1.160, -2.892], [-2.136, -0.394, -4.329], [-3.777, 0.004, -3.828], [-2.167, 2.606, -4.621], [-1.053, 3.979, -4.495], [-1.991, 3.499, -3.098], [-0.026, 1.347, -5.474], [1.412, 1.461, -4.446], [0.803, 2.902, -5.252], [1.903, 6.467, 4.891], [1.733, 5.214, 4.192], [0.747, 4.376, 4.862], [2.983, 4.325, 3.444], [2.251, 3.608, 2.352], [3.990, 5.368, 2.472], [3.462, 6.645, 2.013], [4.587, 4.643, 1.353], [4.105, 4.326, 4.808], [5.229, 5.244, 4.870], [4.561, 2.963, 5.153], [2.359, 6.347, 5.885], [0.924, 6.932, 5.028], [2.495, 7.180, 4.325], [1.111, 4.015, 5.836], [0.503, 3.509, 4.248], [-0.179, 4.929, 5.020], [2.437, 6.572, 1.627], [4.095, 7.042, 1.218], [3.488, 7.394, 2.804], [3.888, 4.512, 0.520], [4.921, 3.651, 1.664], [5.463, 5.187, 0.992], [5.993, 5.057, 4.111], [5.691, 5.131, 5.855], [4.905, 6.280, 4.795], [5.248, 2.555, 4.402], [3.704, 2.289, 5.227], [5.062, 2.959, 6.121]], "lowdin_charge": [-0.108, -0.286, -0.602, 0.836, -0.493, -0.586, 0.795, -0.691, -0.114, 0.801, -0.008, -0.677, 0.186, -0.067, -0.390, 0.655, -0.394, 0.301, 0.074, 0.049, 0.079, 0.092, 0.112, 0.064, 0.053, 0.072, 0.087, 0.111, 0.044, -0.124, -0.316, -0.129, 0.698, -0.297, -0.331, -0.132, -0.144, -0.299, -0.139, -0.137, 0.085, 0.082, 0.045, 0.081, 0.070, 0.074, 0.086, 0.082, 0.052, 0.062, 0.075, 0.083, 0.081, 0.086, 0.071, 0.078, 0.076, 0.076, -0.132, -0.319, -0.134, 0.694, -0.289, -0.333, -0.131, -0.147, -0.301, -0.138, -0.136, 0.084, 0.086, 0.045, 0.082, 0.070, 0.081, 0.091, 0.081, 0.052, 0.078, 0.074, 0.082, 0.082, 0.086, 0.071, 0.078, 0.076, 0.077]}

***

2.
{"formula": "C21H47GeNO5RuSi", "method": "ωB97M-V with the def2-TZVPD basis set", "s2": 6.01, "lumo_ev": [0.54, -1.62], "de_lowest_kcal_mol": 10.73, "largest_force_ev_per_a": 1.53, "multiplicity": 5, "charge": 0, "total_energy_ha": -3720.7380, "elements": ["Ru", "C", "Ge", "C", "C", "C", "H", "H", "H", "H", "H", "H", "H", "H", "H", "H", "H", "C", "C", "C", "C", "H", "H", "H", "H", "H", "H", "H", "H", "H", "C", "C", "C", "C", "O", "Si", "O", "O", "C", "C", "C", "C", "O", "C", "C", "C", "C", "H", "H", "H", "H", "H", "H", "H", "H", "H", "H", "H", "H", "H", "H", "H", "H", "H", "H", "H", "H", "H", "H", "H", "H", "H", "H", "H", "O", "C", "N"], "positions_angstrom": [[-0.104, 0.762, 0.106], [2.448, 3.561, -0.023], [3.050, 1.862, -0.862], [4.978, 1.509, -0.453], [2.888, 2.033, -2.836], [2.003, 0.358, -0.147], [2.593, 4.395, -0.703], [2.992, 3.766, 0.892], [1.384, 3.489, 0.207], [5.597, 2.330, -0.798], [5.306, 0.607, -0.964], [5.145, 1.375, 0.612], [3.059, 3.066, -3.130], [1.900, 1.744, -3.178], [3.621, 1.412, -3.343], [2.371, 0.024, 0.826], [2.046, -0.498, -0.832], [-0.896, -1.840, -1.479], [-1.784, -1.534, -0.266], [-3.089, -2.341, -0.336], [-2.086, -0.055, -0.169], [-0.598, -2.887, -1.477], [0.012, -1.218, -1.453], [-1.429, -1.633, -2.405], [-1.246, -1.837, 0.647], [-3.642, -2.086, -1.239], [-3.719, -2.120, 0.523], [-2.879, -3.410, -0.345], [-2.709, 0.173, 0.699], [-2.532, 0.323, -1.094], [2.045, 0.076, 4.618], [1.612, 1.520, 4.386], [2.362, 2.123, 3.194], [1.842, 2.346, 5.653], [0.226, 1.598, 4.110], [-0.766, 0.534, 3.374], [-0.171, 0.071, 1.948], [-2.184, 1.312, 3.120], [-2.426, 2.678, 2.840], [-2.146, 3.502, 4.099], [-1.548, 3.156, 1.674], [-3.905, 2.800, 2.457], [-0.954, -0.672, 4.434], [-1.932, -1.669, 4.649], [-2.060, -2.545, 3.406], [-1.439, -2.506, 5.834], [-3.274, -1.020, 4.994], [3.073, 0.037, 4.970], [1.948, -0.490, 3.696], [1.389, -0.373, 5.358], [3.426, 1.907, 3.259], [2.214, 3.200, 3.158], [1.956, 1.688, 2.280], [2.896, 2.373, 5.912], [1.282, 1.898, 6.467], [1.482, 3.360, 5.504], [-1.100, 3.398, 4.363], [-2.746, 3.122, 4.923], [-2.384, 4.551, 3.942], [-0.499, 2.920, 1.889], [-1.649, 4.231, 1.544], [-1.856, 2.663, 0.741], [-4.532, 2.535, 3.303], [-4.147, 2.136, 1.631], [-4.126, 3.821, 2.158], [-1.074, -2.902, 3.115], [-2.468, -1.953, 2.593], [-2.710, -3.394, 3.605], [-0.487, -2.971, 5.595], [-2.160, -3.280, 6.082], [-1.306, -1.863, 6.700], [-3.539, -0.309, 4.218], [-3.185, -0.483, 5.934], [-4.053, -1.772, 5.086], [-0.432, 3.798, -2.779], [-0.335, 2.838, -2.121], [-0.226, 1.829, -1.497]], "mulliken_spin": [3.018, 0.034, 0.004, 0.028, 0.007, 0.296, 0.000, 0.002, -0.010, 0.003, -0.003, -0.002, 0.000, -0.001, 0.000, -0.012, -0.007, 0.038, -0.003, 0.001, 0.268, 0.003, -0.024, 0.003, 0.001, -0.002, -0.004, 0.005, -0.011, 0.013, 0.002, -0.001, -0.035, -0.001, 0.005, -0.006, 0.126, -0.010, -0.004, -0.001, 0.082, 0.003, 0.002, 0.001, 0.000, 0.001, 0.000, 0.000, 0.004, 0.000, 0.001, 0.000, 0.045, 0.000, 0.000, 0.000, 0.000, 0.000, 0.000, -0.020, 0.001, -0.008, 0.000, -0.001, 0.000, -0.001, 0.007, -0.001, 0.000, 0.000, 0.000, 0.001, 0.000, 0.000, 0.100, 0.068, -0.006]}

***

3.
{"formula": "C21H47InO6PS", "method": "ωB97M-V with the def2-TZVPD basis set", "lumo_ev": 2.35, "de_lowest_kcal_mol": 4.48, "largest_force_ev_per_a": 1.00, "charge": -1, "total_energy_ha": -2209.2493, "elements": ["C", "C", "C", "C", "C", "In", "P", "S", "C", "C", "C", "C", "H", "H", "H", "H", "H", "H", "H", "H", "H", "H", "H", "H", "H", "H", "H", "H", "H", "H", "H", "C", "O", "C", "C", "O", "C", "C", "O", "C", "H", "H", "H", "H", "H", "H", "H", "H", "H", "H", "H", "H", "H", "H", "C", "O", "C", "C", "O", "C", "C", "O", "C", "H", "H", "H", "H", "H", "H", "H", "H", "H", "H", "H", "H", "H", "H"], "positions_angstrom": [[-2.398, -2.245, -1.727], [-3.340, -1.554, -1.994], [-4.484, -0.749, -2.410], [-4.356, 0.742, -2.033], [-5.397, 1.151, -0.978], [-4.653, 0.589, 1.071], [-5.587, -1.800, 1.482], [-4.667, -2.894, 2.876], [-2.441, 0.642, 1.142], [-1.905, 2.079, 1.248], [-1.885, -0.252, 2.277], [-1.311, -1.547, 1.695], [-1.632, -2.972, -1.596], [-4.582, -0.846, -3.489], [-5.358, -1.166, -1.911], [-3.355, 0.994, -1.683], [-4.529, 1.333, -2.939], [-5.611, 2.217, -0.986], [-6.318, 0.606, -1.195], [-5.351, 1.703, 2.277], [-5.596, -2.556, 0.285], [-6.951, -1.635, 1.825], [-2.069, 0.222, 0.205], [-1.785, 2.495, 0.244], [-0.905, 2.096, 1.694], [-2.542, 2.740, 1.835], [-1.090, 0.265, 2.822], [-2.644, -0.521, 3.013], [-2.088, -2.053, 1.126], [-0.533, -1.259, 0.984], [-0.913, -2.193, 2.474], [2.469, -0.542, 6.528], [3.122, -1.172, 5.450], [2.282, -2.047, 4.710], [2.544, -1.962, 3.223], [2.094, -0.771, 2.606], [2.785, 0.438, 2.856], [4.163, 0.529, 2.238], [5.111, -0.269, 2.933], [6.053, -0.885, 2.089], [2.294, -1.245, 7.351], [3.116, 0.260, 6.881], [1.515, -0.104, 6.215], [1.227, -1.823, 4.897], [2.484, -3.075, 5.041], [1.959, -2.756, 2.752], [3.593, -2.163, 2.993], [2.819, 0.670, 3.923], [2.172, 1.209, 2.382], [4.498, 1.574, 2.282], [4.101, 0.230, 1.185], [5.563, -1.408, 1.260], [6.598, -1.617, 2.683], [6.765, -0.154, 1.686], [-0.045, 1.598, -1.256], [0.706, 0.842, -2.186], [-0.058, -0.157, -2.844], [0.327, -0.271, -4.302], [-0.094, 0.812, -5.120], [0.562, 2.059, -4.991], [1.977, 2.098, -5.525], [2.885, 1.423, -4.671], [3.893, 0.722, -5.357], [-0.265, 1.018, -0.355], [0.551, 2.468, -0.981], [-0.985, 1.948, -1.697], [-1.127, 0.050, -2.769], [0.141, -1.117, -2.352], [-0.195, -1.144, -4.703], [1.397, -0.461, -4.415], [0.520, 2.430, -3.965], [-0.026, 2.747, -5.604], [2.294, 3.148, -5.599], [1.992, 1.661, -6.530], [3.469, 0.080, -6.138], [4.405, 0.089, -4.633], [4.621, 1.408, -5.806]], "lowdin_charge": [0.092, -0.147, -0.214, -0.316, -0.316, 0.490, 0.105, -0.137, -0.447, -0.172, -0.318, -0.131, 0.036, 0.111, 0.092, 0.065, 0.091, 0.015, 0.015, -0.100, -0.119, -0.122, 0.028, 0.041, 0.059, 0.051, 0.085, 0.057, 0.035, 0.061, 0.062, -0.119, -0.199, -0.195, -0.184, -0.124, -0.181, -0.197, -0.198, -0.124, 0.086, 0.085, 0.089, 0.126, 0.126, 0.128, 0.117, 0.118, 0.128, 0.126, 0.126, 0.087, 0.085, 0.085, -0.113, -0.189, -0.199, -0.175, -0.121, -0.188, -0.204, -0.194, -0.123, 0.068, 0.094, 0.085, 0.106, 0.119, 0.127, 0.115, 0.119, 0.126, 0.125, 0.122, 0.085, 0.087, 0.085]}